# 1
{"formula": "C26H23AsAuO7P2S6Te", "method": "ωB97M-V with the def2-TZVPD basis set", "species": ["Au", "Te", "As", "S", "S", "S", "S", "S", "S", "P", "P", "O", "O", "O", "O", "O", "O", "O", "C", "C", "C", "C", "C", "C", "C", "C", "C", "C", "C", "C", "C", "C", "C", "C", "C", "C", "C", "C", "C", "C", "C", "C", "C", "C", "H", "H", "H", "H", "H", "H", "H", "H", "H", "H", "H", "H", "H", "H", "H", "H", "H", "H", "H", "H", "H", "H", "H"], "xyz": [[-1.57993, 0.67290, -0.49308], [0.98603, 2.12182, 0.72823], [-0.83557, -1.57320, -0.47257], [1.72862, 7.17139, 2.23521], [-0.39892, 3.41004, 2.20037], [3.39691, 7.10557, 4.69788], [1.59145, 4.86493, 3.93252], [-0.12352, 6.14882, 0.14358], [0.86816, -0.14911, 3.15068], [-2.31782, 0.97775, -3.79851], [-1.66712, 3.36298, -2.08607], [-2.14641, 2.67046, -0.81069], [-0.04382, 3.14804, -2.04320], [-0.78282, 0.40402, -3.61975], [-2.09871, 2.55789, -3.37704], [-2.65891, 0.96010, -5.23420], [-3.11835, 0.33054, -2.72690], [-1.97313, 4.79761, -2.24821], [1.87625, -2.23437, 0.49931], [3.85422, -1.17948, -0.37500], [3.25668, -2.06843, 0.50504], [3.07430, -0.45076, -1.26541], [-1.41774, -4.93296, 1.98976], [3.38027, -0.18623, 3.55335], [-2.02634, -4.38475, 3.11127], [-1.60540, -4.25955, -4.25161], [3.15219, 0.79589, 2.55288], [-1.32880, -2.75308, 0.97528], [-2.58663, -3.39106, -3.79510], [1.09686, -1.50469, -0.38504], [-2.35419, -2.59135, -2.68567], [-0.38016, -4.32806, -3.60443], [-1.07269, -4.11962, 0.92036], [0.59332, 4.82688, 2.50364], [-1.95038, -2.20926, 2.09302], [-2.29686, -3.02514, 3.16149], [-0.13694, -3.52703, -2.49693], [2.22615, -0.77927, 3.97118], [-1.87957, 5.97920, 0.54827], [-1.12628, -2.66278, -2.03843], [0.65345, 5.90716, 1.70083], [2.32171, 6.40779, 3.67007], [1.69601, -0.60870, -1.27225], [1.83207, 0.92484, 2.22251], [-2.29985, -5.02158, 3.94290], [-2.14483, 4.93319, 0.67926], [4.35416, -0.43175, 3.95046], [-2.78302, -2.59824, 4.02906], [-3.09031, -1.85906, -2.37868], [-2.11557, 6.58356, 1.42118], [-0.61419, -4.54972, 0.03699], [1.07827, -0.04026, -1.96525], [-1.21778, -5.99579, 1.94475], [3.53701, 0.24742, -1.95104], [1.41201, -2.91650, 1.20223], [-0.34723, 0.48036, -4.47402], [2.11369, -1.53763, 4.72811], [-2.16678, -1.14648, 2.12057], [0.82944, -3.56496, -2.00655], [0.37425, 3.91215, -2.45190], [-3.52934, -3.30886, -4.31945], [3.92993, 1.38706, 2.09238], [-1.78915, -4.87199, -5.12541], [4.92859, -1.04662, -0.36224], [0.39291, -4.99382, -3.96766], [3.86182, -2.62721, 1.20745], [-2.39165, 6.33899, -0.33976]], "lowdin_charge": [0.5591, 1.1013, 1.2427, 0.9135, 0.4377, 0.5012, 0.9050, 0.8373, 0.9292, 0.1564, 0.1588, -0.4778, -0.2622, -0.2015, -0.2712, -0.3178, -0.3826, -0.2994, -0.1119, -0.0911, -0.0893, -0.0850, -0.0855, -0.2009, -0.0922, -0.0901, -0.2459, -0.3708, -0.0646, -0.4014, -0.0979, -0.0925, -0.1031, -1.1017, -0.1343, -0.0849, -0.1140, -0.4188, -0.3799, -0.3585, -1.0020, -1.5132, -0.1611, -0.9463, 0.0988, -0.0055, 0.0982, 0.1030, 0.0810, 0.0442, 0.0994, 0.0821, 0.1005, 0.1068, 0.0976, 0.0616, 0.0617, 0.0811, 0.0970, 0.0632, 0.1084, 0.1002, 0.0979, 0.1017, 0.0972, 0.1041, 0.0271], "gap_ev": 7.0, "total_charge": -1, "e_tot_ha": -7242.96395}

=====

# 2
{"formula": "C28H56O14S7", "method": "ωB97M-V with the def2-TZVPD basis set", "species": ["S", "S", "S", "S", "S", "S", "S", "O", "O", "O", "O", "O", "O", "O", "O", "O", "O", "O", "O", "O", "O", "C", "C", "C", "C", "C", "C", "C", "C", "C", "C", "C", "C", "C", "C", "C", "C", "C", "C", "C", "C", "C", "C", "C", "C", "C", "C", "C", "C", "H", "H", "H", "H", "H", "H", "H", "H", "H", "H", "H", "H", "H", "H", "H", "H", "H", "H", "H", "H", "H", "H", "H", "H", "H", "H", "H", "H", "H", "H", "H", "H", "H", "H", "H", "H", "H", "H", "H", "H", "H", "H", "H", "H", "H", "H", "H", "H", "H", "H", "H", "H", "H", "H", "H", "H"], "xyz": [[17.21606, -27.53915, 11.91697], [6.78281, -24.17970, 8.53761], [11.32470, -26.13958, 8.73820], [7.50165, -26.42501, 14.21590], [13.40080, -22.32312, 15.07210], [12.99397, -32.10509, 12.78098], [11.72600, -20.57435, 6.99345], [9.84425, -26.07454, 8.54065], [7.81970, -27.40549, 15.27336], [18.67659, -27.33243, 12.06593], [12.08034, -25.92795, 7.56865], [14.20703, -32.76738, 12.43758], [12.13802, -22.78068, 15.50924], [8.35096, -25.23426, 13.99790], [6.61558, -25.59857, 8.55339], [16.29716, -26.47578, 12.16531], [11.87025, -20.35267, 8.39502], [7.61429, -23.52503, 7.58983], [12.94151, -30.87056, 13.55579], [14.32649, -21.72932, 15.98877], [10.68353, -19.75616, 6.30723], [10.92209, -31.68364, 11.54120], [14.29577, -23.56146, 14.13454], [5.76008, -25.99118, 14.18732], [7.46843, -27.41801, 12.75318], [16.24189, -29.63684, 10.66043], [13.41941, -21.89475, 5.40538], [11.76430, -27.69801, 9.45423], [12.01410, -25.99373, 11.11013], [16.81393, -28.27131, 10.38029], [16.88447, -30.05574, 11.97870], [7.48863, -23.72393, 10.05073], [11.85100, -33.29338, 13.20731], [6.75862, -22.65658, 10.65414], [14.59363, -23.06547, 12.86604], [12.32604, -31.61468, 11.16297], [16.91679, -29.03058, 12.91718], [6.15964, -27.09607, 12.05389], [13.46470, -22.15079, 12.39482], [13.20128, -21.30441, 13.60100], [5.29438, -23.07129, 10.21803], [12.71214, -22.91666, 6.35012], [11.48126, -22.33429, 6.60847], [13.24724, -20.58460, 6.11618], [5.13616, -26.42583, 13.00502], [10.73704, -32.98255, 12.14220], [5.27120, -23.32718, 8.91682], [11.77602, -25.16717, 10.05389], [12.67973, -27.22255, 10.56429], [12.49012, -32.14795, 10.43419], [6.86416, -22.66035, 11.77253], [9.76918, -33.07307, 12.50321], [8.38798, -27.21756, 12.22068], [17.97871, -30.35869, 11.89510], [11.15368, -24.42945, 10.10522], [5.64748, -28.03291, 11.53692], [7.52183, -28.49821, 13.08024], [15.17740, -29.67995, 10.71714], [14.40466, -22.15411, 5.25663], [10.62172, -30.98232, 12.23804], [15.55131, -22.48958, 12.76312], [4.82358, -23.78211, 10.85896], [10.72951, -22.27248, 5.93313], [12.72868, -25.46915, 11.80024], [10.78967, -22.47248, 7.30787], [17.57251, -28.29870, 9.86438], [14.11516, -20.44259, 6.68509], [16.57858, -30.32072, 9.88228], [13.07677, -19.70056, 5.43033], [13.74039, -21.52530, 11.61864], [14.79848, -23.98928, 12.27409], [4.37119, -24.06899, 8.64283], [12.12799, -34.35396, 13.07879], [12.27268, -28.35329, 8.72668], [6.33374, -26.51910, 11.37271], [13.37346, -23.05480, 7.32924], [6.88915, -21.73301, 10.31742], [7.55139, -24.71373, 10.66456], [4.54164, -25.90396, 12.59990], [12.21825, -20.92548, 13.73376], [5.19853, -22.40717, 8.16238], [10.77217, -28.17142, 9.55099], [11.09110, -26.06699, 11.78191], [5.80991, -24.83365, 14.18477], [11.62447, -32.93705, 14.20335], [12.60043, -27.88043, 11.31231], [16.04031, -27.82997, 9.77723], [15.94504, -28.67293, 13.18269], [8.62640, -23.28146, 10.01249], [12.72308, -24.72143, 9.79143], [13.66980, -27.14902, 10.41472], [10.42171, -31.48569, 10.62466], [4.38936, -27.24989, 13.40109], [4.50077, -22.22572, 10.44742], [12.47973, -30.46986, 10.91233], [16.33539, -30.82554, 12.38821], [15.02702, -23.94279, 14.82339], [12.82096, -21.79422, 4.43137], [12.71554, -23.83034, 5.80509], [13.94220, -20.45271, 13.55235], [13.66531, -24.43656, 14.02357], [5.05766, -26.34439, 14.90374], [12.64497, -22.78865, 12.14305], [17.54011, -29.22457, 13.81909], [10.75769, -33.67028, 11.42072]], "lowdin_charge": [0.7214, 0.6217, 0.6811, 0.7290, 0.6568, 0.6619, 0.7060, -0.3282, -0.3498, -0.3378, -0.2878, -0.3205, -0.2908, -0.3376, -0.3006, -0.3217, -0.3161, -0.2994, -0.3000, -0.3121, -0.3420, -0.2896, -0.2846, -0.2518, -0.2190, -0.1598, -0.1872, -0.1986, -0.2442, -0.2153, -0.2743, -0.3028, -0.1811, -0.1937, -0.2709, -0.1894, -0.2515, -0.1527, -0.1950, -0.2238, -0.3129, -0.2286, -0.2706, -0.2673, -0.2233, -0.1994, -0.3265, -0.3143, -0.1827, 0.0176, 0.1454, 0.1077, 0.0925, 0.1630, 0.0608, 0.1733, 0.1237, 0.0991, 0.0863, 0.1039, 0.1462, 0.1029, 0.0910, 0.1353, 0.0621, 0.0133, 0.0896, 0.1282, 0.1268, 0.0956, 0.1183, 0.1685, 0.1312, 0.1161, -0.0254, 0.1722, 0.0737, 0.1313, -0.0001, 0.0886, 0.1688, 0.1150, 0.1680, 0.1445, 0.1072, 0.0754, 0.1126, 0.0931, 0.1718, 0.1369, 0.0843, 0.1278, 0.1641, 0.1686, 0.1514, 0.0866, 0.1155, 0.1535, 0.1072, 0.1365, 0.1079, 0.1065, 0.1044, 0.1469, 0.0842], "gap_ev": 10.0, "total_charge": 0, "e_tot_ha": -4940.53103, "smiles": "O=S1(=O)CCCC1.O=S1(=O)CCCC1.O=S1(=O)CCCC1.O=S1(=O)CCCC1.O=S1(=O)CCCC1.O=S1(=O)CCCC1.O=S1(=O)CCCC1"}

=====

# 3
{"formula": "C2H2N2S", "method": "ωB97M-V with the def2-TZVPD basis set", "species": ["S", "N", "N", "C", "C", "H", "H"], "xyz": [[-0.53064, 0.42143, -1.38040], [-0.52504, 0.34323, 2.43000], [0.72172, -0.49661, -0.74401], [0.08245, -0.01775, 1.52559], [0.88334, -0.70040, 0.51369], [-0.34034, 0.08759, -2.69523], [1.65901, -1.44789, 0.74391]], "lowdin_charge": [0.7520, 0.1634, -0.4036, -0.2381, -0.2700, -0.1203, 0.1166], "gap_ev": 9.5, "total_charge": 0, "e_tot_ha": -585.05259, "smiles": "N#C/C=N\\S"}

=====

# 4
{"formula": "C4H7N2", "method": "ωB97M-V with the def2-TZVPD basis set", "species": ["N", "N", "C", "C", "C", "C", "H", "H", "H", "H", "H", "H", "H"], "xyz": [[0.42949, 0.31293, 0.71397], [-0.31291, -0.16507, -1.11590], [-0.02361, 1.12821, -0.47143], [-0.73159, -0.42171, 1.12004], [-1.25752, -0.74195, -0.17002], [0.97797, -0.49725, -0.46210], [-0.79885, -0.75885, 2.06436], [-0.94965, 1.88405, -0.39390], [1.29185, -1.61699, -0.31404], [1.80962, -0.01693, -0.94586], [0.98656, 0.60427, 1.45943], [0.77290, 1.59497, -1.02065], [-2.19426, -1.30568, -0.46389]], "lowdin_charge": [0.0301, -0.0219, -0.0781, 0.0358, 0.0244, -0.0587, 0.0914, 0.2033, 0.1911, 0.1278, 0.1715, 0.1288, 0.1545], "gap_ev": 10.5, "total_charge": 1, "e_tot_ha": -265.71019}

=====

Summary of energy above the lowest of the compared OMol25 structures with the same formula, charge and spin in kJ/mol
26.4, 1469.0, 126.9, 520.6
(order as listed above)
Summary of LUMO level in eV
1.7, 0.0, -0.2, -4.3
(order as listed above)
Summary of HOMO in Ha
-0.1935, -0.3695, -0.3592, -0.5426
(order as listed above)